No. 1
Here is 3 unconnected molecules or ions with the total composition C10H23F2N4O10PS from the OMol25 dataset. Energies are from ωB97M-V/def2-TZVPD.

The molar mass comes out at 460.35 g/mol. The LUMO energy is 0.05 eV. The HOMO energy is -9.647 eV. For the strongest force on any atom, the calculation gives 0.45 eV Å⁻¹. As for the SMILES: CC[C@@H](F)[C@](F)(CCCS(=O)(=O)O)OC(=O)P(=O)(O)O.NC(N)=O.NC(N)=O.

Positions of all 51 atoms, in Å:
C 2.855 1.578 2.595
C 3.278 1.029 1.225
C 2.286 1.314 0.109
F 2.978 1.657 -1.046
C 1.398 0.119 -0.289
F 2.167 -0.714 -1.042
C 0.172 0.514 -1.102
C -1.076 0.968 -0.339
C -0.986 2.406 0.159
S -2.568 3.012 0.755
O -2.349 3.822 1.908
O -3.488 1.922 0.806
O -2.977 3.993 -0.417
O 1.077 -0.528 0.942
C 0.268 -1.622 0.929
O 0.146 -2.391 0.027
P -0.701 -1.827 2.489
O -2.136 -1.799 2.240
O -0.138 -3.217 3.031
O -0.156 -0.714 3.477
H 3.713 1.954 3.148
H 2.136 2.394 2.493
H 2.376 0.806 3.200
H 4.215 1.495 0.918
H 3.471 -0.042 1.289
H 1.656 2.178 0.327
H 0.510 1.339 -1.736
H -0.077 -0.313 -1.766
H -1.911 0.901 -1.031
H -1.349 0.326 0.501
H -0.703 3.095 -0.634
H -0.318 2.527 1.013
H -3.058 3.465 -1.245
H -0.786 -3.623 3.627
H 0.483 -0.107 3.079
N 0.551 -5.327 0.163
C 0.559 -6.681 -0.006
N 0.199 -7.409 1.102
O 0.863 -7.216 -1.057
H 0.293 -4.875 1.019
H 0.796 -4.759 -0.626
H 0.194 -8.407 1.011
H -0.054 -6.992 1.976
N -0.765 3.771 -3.769
C -1.903 3.030 -3.715
N -2.540 2.826 -4.896
O -2.334 2.561 -2.663
H -0.399 4.153 -4.620
H -0.273 3.946 -2.912
H -3.380 2.276 -4.877
H -2.212 3.189 -5.771

No. 2
Here is a molecular structure, C26H33AsF2MnN2O4SSi2 at a distorted geometry from the OMol25 dataset. Energies are from ωB97M-V/def2-TZVPD.

The molar mass comes out at 693.65 g/mol. The LUMO energy (alpha / beta) is -0.17 / -1.60 eV. The spin multiplicity is 4. The HOMO energy (alpha / beta) is -8.152 / -7.917 eV. For the strongest force on any atom, the calculation gives 2.76 eV Å⁻¹. The energy above the lowest of the compared OMol25 structures with the same formula, charge and spin comes out at 2.219 eV.

Positions of all 72 atoms, in Å:
Mn 0.624 0.354 -1.103
C 0.588 2.389 6.641
C 0.859 2.242 5.175
C 0.968 3.337 4.323
C 1.234 3.156 2.973
C 1.387 1.877 2.473
C 1.297 0.781 3.309
C 1.039 0.965 4.652
S 1.694 1.593 0.727
O 2.906 2.272 0.372
O 1.671 0.115 0.600
N 0.396 1.972 -0.096
C 0.222 3.161 -0.873
C -0.278 2.716 -2.280
O -0.743 3.523 -3.057
O -0.184 1.453 -2.514
H 0.279 3.397 6.904
H 1.494 2.152 7.200
H -0.185 1.690 6.959
H 0.849 4.338 4.714
H 1.339 3.999 2.307
H 1.440 -0.205 2.896
H 0.983 0.107 5.304
H 1.166 3.715 -0.967
H -0.530 3.828 -0.431
F 4.705 3.320 -3.085
C 4.215 2.129 -2.685
C 2.852 1.969 -2.525
C 2.343 0.751 -2.104
C 3.224 -0.329 -1.901
C 4.595 -0.125 -2.082
F 5.487 -1.133 -1.909
C 5.108 1.097 -2.455
C 2.584 -1.571 -1.505
C 3.268 -2.726 -1.123
C 2.571 -3.863 -0.772
C 1.185 -3.846 -0.872
C 0.565 -2.668 -1.235
N 1.224 -1.532 -1.504
H 2.217 2.816 -2.742
H 6.171 1.232 -2.574
H 4.342 -2.716 -1.083
H 3.096 -4.741 -0.427
H 0.599 -4.727 -0.662
H -0.520 -2.610 -1.293
C -3.779 -0.652 1.842
Si -2.419 -1.711 0.978
C -3.195 -3.359 0.331
C -1.152 -2.211 2.336
As -1.564 -0.132 -0.628
Si -2.928 -0.530 -2.594
C -2.771 0.849 -3.898
C -2.392 -2.200 -3.404
C -4.783 -0.578 -2.052
H -4.203 -1.101 2.735
H -4.586 -0.454 1.141
H -3.346 0.310 2.116
H -3.760 -3.855 1.114
H -2.426 -4.048 -0.004
H -3.867 -3.179 -0.502
H -1.567 -2.939 3.028
H -0.851 -1.346 2.918
H -0.256 -2.643 1.897
H -1.781 0.858 -4.345
H -2.915 1.827 -3.447
H -3.504 0.737 -4.692
H -1.320 -2.173 -3.586
H -2.885 -2.353 -4.357
H -2.612 -3.055 -2.773
H -5.004 0.301 -1.452
H -5.032 -1.452 -1.461
H -5.444 -0.563 -2.912

No. 3
Here is 5 unconnected molecules or ions with the total composition C37H71BrN3O16P3S at a distorted geometry from the OMol25 dataset. Energies are from ωB97M-V/def2-TZVPD.

The molar mass comes out at 1018.87 g/mol. The LUMO energy is -1.13 eV. The HOMO energy is -7.591 eV. For the strongest force on any atom, the calculation gives 7.92 eV Å⁻¹. As for the SMILES: CCCN[C@@](OCP(C)C)([C@@](Br)(CCCCCOC(C)=O)O[C@@](N=C=O)(N=C=S)P(C)CC)P(=O)(O)O.CCOC(C)=O.CCOC(C)=O.CCOC(C)=O.CCOC(C)=O.

Positions of all 132 atoms, in Å:
C -1.011 6.005 5.101
C -0.051 4.717 4.929
C -0.751 3.309 5.359
N -1.357 2.666 4.200
C -0.918 1.379 3.725
O -1.092 0.201 4.520
C -1.864 0.260 5.709
P -0.755 0.212 7.296
C 1.067 -0.036 6.852
C -1.049 1.761 8.350
C -1.845 1.062 2.377
Br -1.041 -0.704 1.720
C -3.338 0.609 2.709
C -4.243 1.486 3.693
C -5.756 1.571 3.061
C -6.879 1.740 4.249
C -7.621 3.158 4.081
O -9.077 2.888 4.028
C -9.613 4.093 3.405
C -9.577 5.457 4.265
O -10.053 4.038 2.218
O -1.586 2.016 1.367
C -2.468 2.192 0.282
N -2.918 0.934 -0.443
C -2.193 0.721 -1.506
O -1.367 0.189 -2.300
N -3.741 2.955 0.529
C -3.635 3.838 1.470
S -3.519 5.253 2.364
P -1.572 3.158 -1.152
C 0.324 2.890 -1.036
C -1.771 5.028 -0.992
C -0.542 5.852 -1.698
P 0.981 1.274 3.304
O 1.565 -0.131 3.659
O 1.950 2.359 4.206
O 1.349 1.570 1.677
H -1.889 5.818 5.815
H -1.357 6.344 4.046
H -0.350 6.869 5.504
H 0.347 4.654 3.841
H 0.889 4.926 5.578
H -1.578 3.593 6.122
H 0.019 2.649 5.923
H -1.913 3.251 3.573
H -2.500 -0.711 5.787
H -2.587 1.128 5.873
H 1.585 0.924 6.487
H 1.181 -0.933 6.151
H 1.607 -0.326 7.840
H -2.074 2.273 8.156
H -0.196 2.509 8.116
H -0.969 1.506 9.467
H -3.234 -0.430 3.225
H -3.992 0.378 1.786
H -4.392 0.908 4.690
H -3.930 2.566 3.878
H -5.861 2.403 2.278
H -5.984 0.528 2.600
H -6.396 1.614 5.290
H -7.633 0.861 4.152
H -7.311 3.745 3.139
H -7.330 3.813 4.984
H -8.509 5.692 4.636
H -10.215 5.326 5.225
H -9.944 6.307 3.595
H 0.578 1.762 -0.940
H 0.685 3.466 -0.110
H 0.862 3.364 -1.949
H -1.744 5.376 0.117
H -2.760 5.326 -1.502
H 0.409 5.760 -1.036
H -0.808 6.983 -1.667
H -0.342 5.509 -2.771
H 2.330 3.033 3.587
H 2.013 0.940 1.312
C 1.100 -0.718 -3.775
C 1.200 -0.721 -5.286
O 2.334 -1.488 -5.725
C 2.328 -2.821 -5.902
C 1.173 -3.618 -5.362
O 3.276 -3.372 -6.425
H 0.948 -1.726 -3.380
H 0.272 -0.089 -3.444
H 2.027 -0.342 -3.332
H 0.282 -1.065 -5.769
H 1.367 0.301 -5.637
H 1.431 -3.991 -4.371
H 0.998 -4.463 -6.034
H 0.239 -3.067 -5.318
C 6.247 -3.134 -7.613
C 7.036 -3.850 -6.536
O 8.163 -4.544 -7.095
C 9.360 -3.979 -7.342
C 9.478 -2.480 -7.298
O 10.304 -4.669 -7.662
H 6.847 -2.370 -8.112
H 5.362 -2.656 -7.188
H 5.929 -3.840 -8.385
H 7.348 -3.181 -5.729
H 6.403 -4.614 -6.076
H 9.353 -2.084 -8.305
H 10.476 -2.227 -6.930
H 8.775 -2.001 -6.622
C -1.632 -8.452 -2.645
C -0.585 -7.813 -3.536
O -1.097 -6.627 -4.165
C -1.099 -5.404 -3.598
C -0.810 -5.284 -2.128
O -1.401 -4.431 -4.255
H -1.926 -7.788 -1.830
H -1.255 -9.382 -2.215
H -2.537 -8.670 -3.218
H 0.348 -7.605 -3.006
H -0.333 -8.503 -4.345
H -1.752 -5.277 -1.579
H -0.285 -4.340 -1.958
H -0.163 -6.067 -1.739
C 4.881 -4.306 -1.981
C 4.362 -3.309 -2.999
O 4.118 -2.031 -2.390
C 5.055 -1.081 -2.207
C 6.503 -1.445 -2.390
O 4.733 0.026 -1.833
H 5.838 -3.991 -1.561
H 5.011 -5.289 -2.438
H 4.183 -4.395 -1.145
H 5.019 -3.212 -3.866
H 3.398 -3.655 -3.380
H 6.927 -1.711 -1.421
H 7.027 -0.572 -2.788
H 6.670 -2.251 -3.100

No. 4
Here is a molecular structure, C5H9NO from the OMol25 dataset. Energies are from ωB97M-V/def2-TZVPD.

The molar mass comes out at 99.13 g/mol. The LUMO energy is 0.87 eV. The HOMO energy is -10.110 eV. For the strongest force on any atom, the calculation gives 0.74 eV Å⁻¹. The energy above the lowest of the compared OMol25 structures with the same formula, charge and spin comes out at 1.713 eV.

Positions of all 16 atoms, in Å:
C 1.344 -0.729 0.550
C 0.095 -0.137 -0.104
C -0.103 -0.598 -1.535
C -1.106 -0.268 0.857
O -0.802 1.022 1.431
C -0.111 1.319 0.269
N -0.058 2.460 -0.248
H 1.464 -0.345 1.568
H 1.247 -1.819 0.601
H 2.247 -0.489 -0.020
H 0.792 -0.431 -2.143
H -0.309 -1.676 -1.533
H -0.945 -0.086 -2.010
H -1.100 -1.069 1.594
H -2.068 -0.196 0.333
H -0.606 3.007 0.423

Copy entry 2 word for word.
Here is a molecular structure, C26H33AsF2MnN2O4SSi2 at a distorted geometry from the OMol25 dataset. Energies are from ωB97M-V/def2-TZVPD.

The molar mass comes out at 693.65 g/mol. The LUMO energy (alpha / beta) is -0.17 / -1.60 eV. The spin multiplicity is 4. The HOMO energy (alpha / beta) is -8.152 / -7.917 eV. For the strongest force on any atom, the calculation gives 2.76 eV Å⁻¹. The energy above the lowest of the compared OMol25 structures with the same formula, charge and spin comes out at 2.219 eV.

Positions of all 72 atoms, in Å:
Mn 0.624 0.354 -1.103
C 0.588 2.389 6.641
C 0.859 2.242 5.175
C 0.968 3.337 4.323
C 1.234 3.156 2.973
C 1.387 1.877 2.473
C 1.297 0.781 3.309
C 1.039 0.965 4.652
S 1.694 1.593 0.727
O 2.906 2.272 0.372
O 1.671 0.115 0.600
N 0.396 1.972 -0.096
C 0.222 3.161 -0.873
C -0.278 2.716 -2.280
O -0.743 3.523 -3.057
O -0.184 1.453 -2.514
H 0.279 3.397 6.904
H 1.494 2.152 7.200
H -0.185 1.690 6.959
H 0.849 4.338 4.714
H 1.339 3.999 2.307
H 1.440 -0.205 2.896
H 0.983 0.107 5.304
H 1.166 3.715 -0.967
H -0.530 3.828 -0.431
F 4.705 3.320 -3.085
C 4.215 2.129 -2.685
C 2.852 1.969 -2.525
C 2.343 0.751 -2.104
C 3.224 -0.329 -1.901
C 4.595 -0.125 -2.082
F 5.487 -1.133 -1.909
C 5.108 1.097 -2.455
C 2.584 -1.571 -1.505
C 3.268 -2.726 -1.123
C 2.571 -3.863 -0.772
C 1.185 -3.846 -0.872
C 0.565 -2.668 -1.235
N 1.224 -1.532 -1.504
H 2.217 2.816 -2.742
H 6.171 1.232 -2.574
H 4.342 -2.716 -1.083
H 3.096 -4.741 -0.427
H 0.599 -4.727 -0.662
H -0.520 -2.610 -1.293
C -3.779 -0.652 1.842
Si -2.419 -1.711 0.978
C -3.195 -3.359 0.331
C -1.152 -2.211 2.336
As -1.564 -0.132 -0.628
Si -2.928 -0.530 -2.594
C -2.771 0.849 -3.898
C -2.392 -2.200 -3.404
C -4.783 -0.578 -2.052
H -4.203 -1.101 2.735
H -4.586 -0.454 1.141
H -3.346 0.310 2.116
H -3.760 -3.855 1.114
H -2.426 -4.048 -0.004
H -3.867 -3.179 -0.502
H -1.567 -2.939 3.028
H -0.851 -1.346 2.918
H -0.256 -2.643 1.897
H -1.781 0.858 -4.345
H -2.915 1.827 -3.447
H -3.504 0.737 -4.692
H -1.320 -2.173 -3.586
H -2.885 -2.353 -4.357
H -2.612 -3.055 -2.773
H -5.004 0.301 -1.452
H -5.032 -1.452 -1.461
H -5.444 -0.563 -2.912

- Which formula does entry 2 have?
  C26H33AsF2MnN2O4SSi2